{
  "formula": "C5H15N2O",
  "method": "wB97M-V/def2-TZVPD",
  "species": ["N", "C", "C", "C", "C", "C", "N", "H", "H", "H", "H", "H", "H", "H", "H", "H", "H", "H", "H", "H", "H", "H", "O"],
  "coordinates": [[0.876208, -2.344780, 0.416329], [0.557783, -0.827968, 0.176029], [0.999180, 0.080521, 1.167261], [0.705640, 1.518593, 0.657450], [1.266970, 2.023051, -0.420749], [-0.938181, -0.843415, -0.130629], [-1.152906, -1.728309, -1.246574], [0.230639, -2.764548, -0.334235], [1.889181, -2.485242, 0.237254], [0.860029, -2.654698, 1.347479], [1.077598, -0.805681, -0.911047], [0.390225, -0.131420, 2.136687], [2.046733, -0.023466, 1.464128], [-0.351825, 1.876494, 1.006837], [2.156240, 1.732524, -0.950029], [1.169352, 3.080888, -0.919637], [-1.271644, 0.220249, -0.167743], [-1.374698, -1.209826, 0.841830], [-0.966384, -1.325849, -2.136811], [-2.159821, -2.030363, -1.248860], [-2.545438, 3.170918, 0.149972], [-1.524093, 2.996895, -0.961886], [-1.940789, 2.475431, -0.173057]],
  "forces_ev_per_angstrom": [[1.515, 1.193, -1.913], [0.155, -3.196, -5.215], [0.298, 2.169, 3.316], [-2.923, -0.831, 0.606], [1.195, 3.363, -1.432], [0.329, 1.279, 1.976], [-2.190, -1.314, 1.070], [0.556, -0.101, 1.005], [-0.793, -0.041, -0.691], [-1.344, -0.667, 1.763], [-0.782, 0.878, 2.463], [0.927, 0.545, -1.442], [0.017, -0.067, -0.240], [2.602, -0.066, -0.469], [0.464, -1.362, 0.375], [-1.113, -1.828, 1.511], [0.008, -0.797, -0.580], [-0.188, -0.123, -1.136], [0.193, 0.589, -0.653], [1.465, 0.248, -0.200], [0.087, -0.605, 0.107], [-0.877, -1.654, 1.994], [0.398, 2.386, -2.215]],
  "mulliken_charge": [-0.247, -0.173, -0.645, -0.267, -0.772, -0.331, -0.602, 0.439, 0.357, 0.304, 0.277, 0.304, 0.389, 0.436, 0.257, 0.236, 0.202, 0.401, 0.193, 0.266, 0.304, 0.326, -0.652],
  "total_charge": 1,
  "largest_force_ev_per_a": 6.1,
  "energy_ha": -383.9416,
  "de_lowest_ev": 2.979,
  "homo_lumo_gap_ev": 10.48,
  "lumo_ha": -0.10882
}